# 1
7
Properties=species:S:1:pos:R:3:forces:R:3 method="wB97M-V/def2-TZVPD" e_above_lowest_kcal_mol=9.8 lumo_energy_ev=4.12 largest_force_ev_per_a=3.6 total_charge=-1
C 0.2399 -0.2202 -0.7179 2.274 -1.308 -1.709
O 2.2896 1.7635 -1.7383 -0.301 0.572 -0.238
O 2.5335 1.1752 0.6369 -0.250 0.423 0.719
F 0.2279 -1.5597 -0.3156 0.739 -0.272 0.404
F -0.4115 -0.3143 -1.9350 0.229 0.467 -0.918
S 2.4031 0.7130 -0.7362 -0.785 -1.817 -0.570
H -0.4740 0.1895 -0.1250 -1.906 1.935 2.312


# 2
20
Properties=species:S:1:pos:R:3:forces:R:3 method="wB97M-V/def2-TZVPD" e_above_lowest_kcal_mol=91.8 smiles="C[C@]12C=C[C@](C)(C1)C2" lumo_energy_ev=1.00 largest_force_ev_per_a=5.9
C -2.4872 -0.6124 -0.0357 1.893 -2.468 -1.664
C -1.0290 -0.1132 -0.0527 -0.256 -1.478 0.733
C -0.7361 1.2899 -0.1737 1.229 3.680 -1.701
C 0.6131 1.5041 -0.1704 -2.660 0.766 0.393
C 1.0438 0.1488 0.1328 1.556 -5.693 -0.628
C 2.4740 -0.5922 -0.0404 1.111 -0.273 2.230
C 0.1369 -0.7585 -0.9224 -0.354 1.955 1.005
C -0.0817 -0.2844 1.2026 2.038 -3.514 0.702
H -3.0823 -0.0763 0.6755 -0.468 0.123 0.280
H -3.0048 -0.7476 -1.0981 1.213 0.524 2.319
H -2.1469 -1.6381 0.3428 -1.897 0.788 -0.333
H -1.4474 2.0967 -0.2357 -0.365 -0.024 -0.017
H 1.0019 2.4977 -0.0272 0.680 -0.140 -0.244
H 3.0228 0.0898 -0.7767 -0.562 -1.683 0.479
H 2.2644 -1.8195 -0.3426 1.050 3.979 0.674
H 3.2694 -0.6173 0.9572 -2.509 0.135 -2.615
H 0.1300 -0.3019 -1.9007 0.158 -0.217 -0.576
H 0.3953 -1.8466 -0.9460 -0.751 0.956 0.411
H 0.0944 -1.4191 1.5783 -0.574 2.137 -1.045
H -0.1000 0.2894 2.1322 -0.533 0.447 -0.404


# 3
26
Properties=species:S:1:pos:R:3:forces:R:3 method="wB97M-V/def2-TZVPD" e_above_lowest_kcal_mol=7.8 smiles=Cc1ccccc1.CCC lumo_energy_ev=1.03 largest_force_ev_per_a=1.1
C 0.7026 3.3121 -2.3033 0.535 -0.171 -0.280
C -0.0014 2.0672 -1.8776 -0.964 0.079 0.546
C 0.5986 0.8237 -1.8992 0.229 -0.672 0.155
C -0.0623 -0.3089 -1.4234 -0.395 0.178 0.031
C -1.3606 -0.1997 -0.9559 -0.596 -0.019 -0.133
C -2.0235 1.0158 -1.0234 0.299 0.285 -0.153
C -1.3397 2.1363 -1.4522 0.371 0.042 -0.512
H 0.0098 4.1429 -2.3655 -0.064 0.133 -0.253
H 1.1989 3.1244 -3.2611 -0.138 0.329 -0.017
H 1.4924 3.6106 -1.6108 -0.046 -0.133 0.129
H 1.5915 0.7045 -2.3077 0.201 0.096 0.021
H 0.3678 -1.2984 -1.4452 0.378 0.038 -0.064
H -1.9363 -1.0529 -0.6248 0.253 -0.230 0.016
H -3.0771 1.1091 -0.8122 -0.100 -0.143 0.257
H -1.8767 3.0650 -1.5831 0.022 0.193 0.220
C -0.5613 -2.5458 1.7323 0.550 -0.250 0.464
C 0.8873 -2.0485 1.7942 -0.027 0.174 -0.500
C 1.2825 -1.4789 3.1597 0.783 -0.411 0.014
H -1.2440 -1.7071 1.6487 -0.215 0.029 -0.071
H -0.6898 -3.2425 0.9047 -0.213 0.138 -0.115
H -0.7952 -3.0842 2.6576 -0.091 -0.011 -0.154
H 1.5761 -2.8389 1.4712 -0.157 -0.041 0.303
H 0.9950 -1.2724 1.0227 0.105 -0.086 0.219
H 0.7332 -1.9486 3.9800 -0.213 0.238 -0.114
H 2.3367 -1.6860 3.3952 -0.150 0.061 -0.227
H 1.1954 -0.3988 3.1792 -0.356 0.155 0.219


# 4
32
Properties=species:S:1:pos:R:3:forces:R:3 method="wB97M-V/def2-TZVPD" lumo_energy_ev="2.35 / 2.65" largest_force_ev_per_a=3.0 multiplicity=2 total_charge=-1
C 0.8102 -1.7055 -2.6923 -0.526 -1.025 -0.164
C -0.5957 -1.6582 -2.9713 0.352 -0.903 0.017
C -1.2769 -2.4086 -1.9572 0.495 -0.312 -0.405
C -0.2927 -2.9050 -1.0436 0.192 -0.093 -0.817
C 0.9954 -2.4763 -1.4990 -0.525 -0.489 -0.684
Y -0.1779 -0.3083 -0.8839 1.661 1.594 0.797
C -1.9615 1.3483 -1.8701 -2.531 -0.209 0.907
C -0.7484 1.5128 -2.4257 2.477 1.109 -1.299
C 0.2566 2.0866 -3.0799 -0.449 -0.275 0.237
N 1.7041 0.5143 -0.5719 -0.270 0.252 1.169
H -2.3497 -2.6139 -1.9254 0.399 0.205 0.079
H -1.0638 -1.1295 -3.8040 0.189 -0.181 0.341
H -0.4864 -3.5503 -0.1832 0.068 0.395 -0.255
H 1.9524 -2.7125 -1.0296 -0.441 0.290 -0.150
H 1.5928 -1.2222 -3.2781 -0.321 -0.096 0.371
H -2.7426 0.7074 -2.3148 0.504 0.227 0.161
H 2.5432 0.9422 -0.1500 -0.338 -0.259 -0.517
H -2.3222 1.9826 -1.0388 0.264 -0.064 -0.606
H 0.1082 2.8913 -3.8131 -0.177 0.147 0.065
H 1.3025 1.7964 -2.8995 -0.564 -0.070 -0.099
O -0.5262 -0.7451 1.2402 -0.024 -0.109 2.890
N -0.1605 -0.1117 2.3697 -0.727 -0.397 -1.486
C -1.1017 0.6503 2.9888 0.748 0.534 0.198
C -0.6896 1.6017 3.9104 -0.216 -0.397 -0.276
C 0.6644 1.6895 4.2550 0.263 -0.078 0.080
C 1.5732 0.7810 3.7095 -0.551 0.025 0.137
C 1.1443 -0.1378 2.7611 0.012 0.166 -0.260
H -2.1364 0.5221 2.6653 0.566 -0.006 -0.117
H -1.4385 2.2788 4.3169 0.235 -0.202 0.034
H 0.9961 2.4517 4.9594 -0.053 -0.224 -0.183
H 2.6207 0.7729 3.9973 -0.208 0.086 -0.088
H 1.8067 -0.8447 2.2577 -0.506 0.359 -0.079


# 5
154
Properties=species:S:1:pos:R:3:forces:R:3 method="wB97M-V/def2-TZVPD" e_above_lowest_kcal_mol=3.5 lumo_energy_ev="-5.84 / -10.08" largest_force_ev_per_a=5.7 multiplicity=2 total_charge=+1
C 7.4623 -2.6872 -4.7519 -0.149 -1.055 -1.524
C 6.1459 -2.3730 -4.1461 0.051 0.982 1.748
O 6.1540 -3.0668 -2.8529 0.308 -0.925 -0.162
C 5.1156 -2.9703 -2.0650 -2.773 1.487 -0.920
O 4.1586 -2.2422 -2.3163 1.276 -1.200 0.417
C 5.1500 -3.7606 -0.7165 -0.257 -0.941 0.286
F 6.2158 -4.5955 -0.6831 -1.142 0.907 0.316
F 5.2567 -2.7811 0.2096 -0.084 -1.263 -0.250
F 3.9984 -4.5338 -0.4484 2.382 1.915 -0.798
H 8.1966 -3.0012 -4.0101 0.039 0.422 -0.200
H 7.7793 -1.8956 -5.4308 0.356 0.203 0.415
H 7.2656 -3.5169 -5.4308 0.528 -0.396 0.095
H 5.2823 -2.6303 -4.7593 -0.062 -0.340 0.318
H 6.1121 -1.3095 -3.9093 -0.341 0.147 0.123
C -1.6408 -7.8275 4.5378 0.391 0.408 -0.479
C -2.3321 -7.1633 3.3408 -0.967 -1.329 -0.047
O -1.5308 -6.2681 2.5631 0.879 1.870 -0.059
C -1.2322 -6.3880 1.2718 -0.830 -3.702 0.501
O -1.3580 -7.4392 0.6651 0.313 1.939 0.212
C -0.6791 -5.1218 0.6208 -1.820 1.154 0.023
F 0.4575 -5.2898 0.0533 2.105 -1.062 -1.117
F -1.5505 -4.7070 -0.3335 -0.143 -0.442 0.099
F -0.5348 -4.1163 1.4569 -0.221 0.419 1.159
H -1.1503 -8.7539 4.2386 0.215 0.160 -0.049
H -2.3557 -8.1010 5.3138 -0.192 0.229 -0.171
H -0.9171 -7.1408 4.9769 0.042 -0.085 0.100
H -3.1837 -6.5671 3.6685 0.162 0.062 0.057
H -2.7011 -7.9571 2.6914 -0.070 0.137 -0.174
C 4.5532 6.2851 4.3642 0.134 0.429 -0.506
C 3.1299 6.1493 3.8252 -0.079 0.611 0.782
O 2.9947 4.9385 3.1246 -0.917 -2.572 -1.712
C 3.1832 4.7702 1.8203 2.764 3.692 -0.016
O 3.7839 5.6259 1.1319 -2.289 -2.930 1.099
C 2.8257 3.3309 1.3403 -1.418 1.263 0.658
F 3.9236 2.6405 1.2645 1.285 -1.200 0.585
F 1.8783 2.7485 2.0863 0.735 -0.147 0.802
F 2.3000 3.3295 0.1447 -0.441 0.670 -2.098
H 5.2749 6.4840 3.5720 -0.201 -0.093 -0.338
H 4.8991 5.3697 4.8443 -0.306 0.077 0.247
H 4.6700 7.1465 5.0217 -0.307 -0.185 0.285
H 2.7376 6.9831 3.2429 0.548 0.064 -0.309
H 2.3643 5.9917 4.5849 0.393 0.281 0.472
C 1.7284 -5.5151 3.3143 0.762 -1.183 -0.460
C 2.3276 -6.7328 2.5279 -0.590 0.141 1.360
O 3.7483 -6.6322 2.5233 2.702 -0.366 -0.004
C 4.5832 -7.4978 3.1927 -2.963 -0.434 1.524
O 4.1754 -8.4193 3.8983 1.563 2.006 -1.975
C 6.1040 -7.0465 3.1876 -0.879 0.587 0.455
F 6.4547 -6.7612 4.4467 -0.061 -0.594 0.085
F 6.8444 -8.0727 2.7499 -0.087 0.976 -0.188
F 6.3268 -5.8738 2.5369 -0.097 -1.475 -0.480
H 0.6539 -5.6755 3.4030 0.023 0.416 -0.236
H 2.0252 -4.5849 2.8298 -0.413 0.004 -0.096
H 2.1179 -5.4773 4.3316 0.145 -0.216 -0.013
H 1.9964 -6.7661 1.4900 0.140 0.144 0.031
H 2.0595 -7.6739 3.0080 -0.136 0.015 0.021
C -0.6855 5.8532 0.1292 -0.042 -0.559 -0.669
C -0.8496 7.1366 0.8864 2.156 -1.217 -0.976
O -1.6613 6.8694 1.9579 -2.732 -0.269 3.369
C -1.3127 6.2950 3.1382 4.097 0.480 -0.862
O -0.1672 5.9709 3.4725 -2.929 0.689 -0.992
C -2.4615 6.1989 4.1320 -2.313 0.344 0.379
F -3.5860 6.7760 3.6431 0.433 -0.378 -0.136
F -2.7758 4.8992 4.3665 0.646 1.206 0.283
F -2.2308 6.8787 5.2842 0.544 -1.187 -0.883
H 0.0141 6.0413 -0.6853 0.070 -0.400 -0.090
H -1.6505 5.5461 -0.2739 -0.049 0.150 -0.273
H -0.3882 5.0155 0.7600 0.463 0.153 0.079
H -1.3001 7.8201 0.1666 -0.218 0.542 0.814
H 0.1361 7.4480 1.2322 -0.040 0.489 -0.040
C -3.7113 3.4241 0.1299 -0.264 0.436 0.952
C -4.1577 2.6703 1.3833 -0.209 0.279 -2.214
O -3.2291 1.6223 1.6011 3.092 -1.136 2.576
C -2.0666 1.8835 2.3405 -1.232 4.297 0.212
O -1.7012 3.0375 2.6530 -0.987 -3.966 -1.219
C -1.3013 0.6366 2.8908 0.233 1.633 0.071
F -1.1312 0.8008 4.2315 -0.432 -0.551 -1.294
F -1.9514 -0.4427 2.5760 -0.802 -1.389 0.492
F -0.0942 0.5257 2.3363 0.301 0.341 0.047
H -2.6954 3.7587 0.3397 -0.027 0.174 -0.487
H -4.3885 4.2762 0.0711 0.198 0.257 -0.361
H -3.8063 2.8224 -0.7740 0.181 -0.033 0.165
H -5.0442 2.1273 1.0554 -0.284 0.079 0.776
H -4.3211 3.3656 2.2067 0.229 -0.476 0.278
C -4.4137 -3.7910 -1.8186 0.492 0.528 -1.078
C -4.3058 -2.2947 -1.4935 -0.309 -1.212 1.660
O -4.2268 -1.5297 -2.6806 -0.222 2.607 -1.074
C -4.2723 -0.1566 -2.5424 -0.161 -1.155 3.570
O -4.3786 0.4263 -1.4559 0.331 -1.265 -3.057
C -4.1914 0.5894 -3.8799 0.473 -0.670 -0.845
F -3.9217 -0.2846 -4.8771 -0.603 0.558 0.305
F -5.3476 1.2217 -4.0983 0.535 -0.212 -0.120
F -3.1799 1.4767 -3.9111 -0.470 -0.011 0.478
H -5.2235 -3.9470 -2.5313 0.002 0.019 -0.079
H -4.6024 -4.4730 -0.9895 0.111 0.546 0.285
H -3.4765 -4.0805 -2.2939 -0.073 -0.314 -0.070
H -3.4143 -2.0821 -0.9035 -0.033 -0.002 0.123
H -5.1888 -2.0518 -0.9024 0.012 0.608 -0.109
C -3.3202 9.6000 -4.4820 0.064 -0.640 0.944
C -2.8189 8.8098 -3.1988 0.036 0.700 -1.837
O -2.7408 7.3783 -3.4898 1.613 -1.733 -0.351
C -1.5278 6.7018 -3.6522 0.936 4.577 1.731
O -0.4141 7.2446 -3.5151 -3.528 -2.197 -0.686
C -1.6828 5.1992 -3.9515 0.057 -0.066 -0.172
F -0.7290 4.5460 -3.2616 -0.909 -0.041 0.268
F -2.9212 4.6829 -3.7277 1.619 0.516 0.008
F -1.3569 5.0214 -5.2322 -0.468 -0.124 -0.439
H -4.2136 9.1702 -4.9348 0.033 -0.389 0.247
H -2.5776 9.6791 -5.2759 0.190 -0.030 0.274
H -3.6376 10.5961 -4.1732 0.309 0.107 0.085
H -3.5375 8.9524 -2.3917 0.055 -0.420 -0.063
H -1.8465 9.1973 -2.8947 0.008 -0.229 0.006
C -3.7315 -3.3177 1.7115 -0.240 1.034 0.078
C -3.7959 -3.5453 3.1867 0.741 -0.092 0.725
O -5.0533 -4.1471 3.5016 -2.045 -0.572 -1.604
C -5.2824 -4.9036 4.5307 4.075 1.189 3.777
O -4.4066 -5.0163 5.4202 -2.701 -0.665 -1.967
C -6.6912 -5.5058 4.7239 -0.512 0.397 -0.959
F -7.4891 -5.1502 3.6530 0.663 -0.522 1.544
F -6.5716 -6.8222 4.7754 -0.078 -0.402 -0.423
F -7.2611 -5.1430 5.8802 0.274 0.419 -0.876
H -4.5801 -2.7235 1.3723 -0.379 -0.433 -0.077
H -3.6261 -4.2598 1.1736 -0.004 0.274 -0.129
H -2.9133 -2.6188 1.5375 0.476 -0.482 -0.212
H -3.7240 -2.6410 3.7911 -0.022 0.123 -0.158
H -2.9523 -4.1761 3.4670 -0.229 -0.238 0.347
C 4.0882 0.3566 -7.8104 0.038 -0.052 1.195
C 4.8999 -0.0064 -6.5304 0.655 -0.154 -2.844
O 4.5824 0.8491 -5.4108 -2.216 -0.639 2.483
C 3.4585 0.7202 -4.7423 -0.054 -0.048 -3.345
O 2.3967 0.1682 -5.2182 2.315 0.798 1.240
C 3.4029 1.4808 -3.3724 0.400 3.409 -0.003
F 4.4674 2.2699 -3.2715 0.122 0.129 -1.108
F 2.3232 2.2372 -3.2638 -0.230 -0.310 -0.862
F 3.4713 0.6696 -2.4387 -0.314 -3.374 2.583
H 3.9539 1.4383 -7.8122 0.106 0.050 -0.147
H 3.0971 -0.0939 -7.8654 0.027 -0.204 0.072
H 4.6619 0.0836 -8.6961 -0.047 -0.110 0.118
H 5.9329 0.2438 -6.7720 -0.009 0.398 0.430
H 4.9755 -1.0563 -6.2473 -0.796 0.119 0.299
C -0.5493 2.2190 -1.3340 -0.738 -0.370 1.210
C -0.9384 0.7910 -0.9442 -0.731 1.097 -0.861
O 0.2143 0.1344 -0.5283 2.414 -3.521 0.870
C 0.2126 -1.2434 -0.2036 -3.810 2.330 -0.651
O -0.8008 -1.9095 -0.0880 1.908 1.379 -0.313
C 1.5694 -1.8883 -0.0601 1.033 1.914 0.133
F 1.5983 -2.8836 -0.8948 0.480 -0.952 -0.954
F 2.5979 -1.0100 -0.3318 -1.027 -0.941 0.282
F 1.7230 -2.3407 1.1634 0.278 -0.157 0.672
H -0.2876 2.8038 -0.4521 0.429 0.020 -0.097
H -1.4820 2.6556 -1.6912 0.259 0.167 -0.476
H 0.2501 2.1898 -2.0744 -0.245 0.273 0.074
H -1.2889 0.4234 -1.9086 -0.328 -0.950 0.247
H -1.7145 0.7502 -0.1799 -0.126 -0.062 -0.199


# 6
28
Properties=species:S:1:pos:R:3:forces:R:3 method="wB97M-V/def2-TZVPD" smiles="CP(O)c1cnc2c([PH2]=O)c([PH2]=S)ccc2n1" lumo_energy_ev=-1.99 largest_force_ev_per_a=7.7
C -3.6574 3.3773 2.1833 -0.198 1.107 0.784
P -3.2491 3.1112 0.3368 0.384 0.375 -1.018
O -2.5290 4.6369 -0.1910 -0.257 -1.887 -0.355
C -1.8212 1.8064 0.1083 1.803 -1.359 1.110
C -0.6091 2.2394 -0.8861 1.115 -4.260 1.025
N 0.5321 1.3090 -1.1849 -5.151 -0.114 3.328
C 0.4237 -0.0194 -0.4915 -0.211 0.228 0.180
C 1.6250 -1.1283 -0.8113 -2.153 -2.842 2.837
P 3.0931 -0.8166 -2.0165 -1.602 4.428 -3.031
O 2.9597 0.4998 -2.8810 0.384 -3.812 2.669
C 1.6009 -2.6412 -0.0992 -3.175 3.845 -0.142
P 2.9460 -3.9903 -0.4815 -0.135 0.097 1.333
S 4.2329 -4.2267 0.9628 -0.197 0.222 -0.075
C 0.3929 -2.9888 0.9529 -0.764 4.024 -1.626
C -0.7795 -1.8602 1.2425 2.979 -0.998 -1.676
C -0.8072 -0.3514 0.5206 0.661 -2.150 0.326
N -1.9778 0.5234 0.8748 5.356 2.461 -4.910
H -3.6162 4.5530 2.3710 0.108 -2.498 -0.408
H -2.9503 2.8308 2.9388 -1.471 0.999 -1.483
H -4.8073 3.0931 2.3181 2.714 0.331 -0.296
H -2.5209 4.6803 -1.1943 -0.343 -0.232 1.843
H -0.6234 3.2921 -1.4163 0.207 -2.536 1.295
H 3.0888 -1.9333 -2.9699 0.110 0.445 1.342
H 4.3515 -0.7737 -1.3122 -0.868 -0.687 0.008
H 3.6978 -3.7118 -1.6881 -1.252 -0.022 0.399
H 2.2573 -5.2638 -0.6517 0.038 1.266 -0.471
H 0.3781 -4.0527 1.4571 -0.108 2.503 -1.030
H -1.6314 -2.1945 2.0085 2.028 1.068 -1.960